# 1
99
Properties=species:S:1:pos:R:3:forces:R:3 method="wB97M-V/def2-TZVPD" total_energy_ha=-3129.2290 max_force_ev_per_a=2.382 total_charge=+1 homo_energy_ha=-0.271 e_lumo_ha=-0.201 e_above_lowest_ev=3.802 orbital_gap_ha=0.070
Sc 1.602 -1.860 -1.604 -0.9 0.8 -0.2
C -0.037 -1.993 0.229 0.3 -0.5 0.8
C 0.235 -3.262 -0.374 0.9 0.4 0.5
C 2.232 -2.404 0.510 -1.2 -0.7 -0.4
C 1.195 -1.434 0.712 -0.2 -0.8 0.4
C 1.636 -3.544 -0.166 -0.5 1.3 1.0
C -1.387 -1.509 0.652 -0.3 0.4 -0.4
H -2.182 -2.032 0.098 0.2 0.4 0.2
H -1.466 -0.424 0.503 -0.3 -0.3 0.4
H -1.557 -1.679 1.735 0.4 0.0 -0.4
C 1.320 -0.226 1.594 0.3 0.3 0.1
H 1.129 -0.515 2.651 0.0 0.1 -0.6
H 0.607 0.573 1.338 0.2 -0.2 0.1
H 2.352 0.174 1.556 -0.5 -0.1 0.0
C 3.650 -2.230 0.938 0.4 -0.2 0.0
H 3.687 -2.024 2.019 0.0 0.0 -0.4
H 4.155 -1.392 0.425 -0.1 -0.2 0.2
H 4.209 -3.154 0.754 0.1 0.3 0.1
C 2.365 -4.660 -0.790 0.3 -0.4 0.0
H 2.007 -5.607 -0.375 0.1 0.0 -0.3
H 3.440 -4.572 -0.609 -0.1 -0.2 -0.2
H 2.169 -4.677 -1.874 0.2 -0.3 -0.1
C -0.761 -4.093 -1.121 -0.3 -0.1 -0.1
H -1.205 -4.891 -0.504 0.3 0.2 -0.1
H -0.321 -4.581 -2.002 -0.1 0.0 0.2
H -1.595 -3.461 -1.456 0.2 -0.2 0.0
C -0.695 2.582 -1.550 -1.0 0.9 0.8
C -1.778 1.820 -1.375 0.8 0.2 -0.3
C -1.967 0.457 -1.954 -0.8 -0.3 -0.3
C -1.452 0.139 -3.385 -1.4 0.1 0.1
C -0.144 -0.564 -3.380 1.9 0.7 1.3
C 1.057 -0.013 -2.983 -1.3 -1.0 0.4
C 1.394 1.351 -2.499 -0.2 1.1 -0.6
C 0.336 2.500 -2.623 0.5 0.2 0.0
H -3.047 0.233 -1.877 0.5 -0.2 -0.1
H -1.413 1.074 -3.987 0.0 -0.9 0.6
H -1.433 -0.224 -1.295 -0.4 -0.1 0.0
H -0.159 2.513 -3.622 0.7 -0.2 1.1
H -0.631 3.476 -0.912 -0.2 -0.3 -0.3
H -2.569 2.146 -0.707 0.4 0.0 0.4
H 0.909 3.450 -2.594 -0.1 -0.6 0.0
H 1.752 1.283 -1.457 0.0 0.2 -0.1
H 2.009 -0.623 -3.183 -1.1 0.8 -0.1
H 2.260 1.679 -3.108 -0.1 -0.2 0.3
H -2.183 -0.527 -3.882 0.3 0.3 0.2
H -0.133 -1.612 -3.687 0.0 -0.1 -0.3
P 0.200 1.378 -5.523 0.4 0.3 -0.1
C 0.080 3.122 -6.057 0.1 0.1 -0.7
C -0.978 0.525 -6.618 0.2 0.0 -0.6
P 2.452 -0.807 -5.360 0.5 0.3 -1.5
C 1.900 0.853 -6.018 -0.2 0.3 -0.4
C 1.592 -1.934 -6.525 0.1 -0.2 0.2
C 4.175 -0.757 -5.956 0.0 -0.2 0.0
H 0.956 3.687 -5.698 -0.3 -0.2 -0.1
H -0.823 3.577 -5.615 0.3 -0.2 -0.2
H 0.024 3.184 -7.157 0.0 0.3 0.4
H -0.707 0.738 -7.663 -0.4 -0.3 0.1
H -1.989 0.913 -6.406 0.4 -0.1 -0.1
H -0.985 -0.562 -6.440 0.0 0.4 -0.1
H 4.253 -0.493 -7.012 0.0 0.0 0.1
H 4.622 -1.739 -5.778 0.1 0.1 -0.1
H 4.717 -0.022 -5.351 0.0 -0.1 -0.2
H 2.561 1.597 -5.532 -0.2 -0.2 -0.4
H 1.989 0.938 -7.128 0.5 -0.3 0.7
H 2.187 -2.858 -6.562 -0.3 0.2 -0.2
H 1.497 -1.489 -7.523 0.0 -0.2 0.2
H 0.598 -2.176 -6.120 0.3 0.0 -0.3
C 1.678 -0.477 7.493 0.1 -0.1 0.2
C 0.442 -0.737 6.665 -0.3 0.0 -0.1
C 0.084 -2.056 6.382 0.3 -0.2 -0.1
C -0.954 -2.360 5.512 0.1 0.1 -0.2
C -1.662 -1.332 4.906 0.2 0.1 0.3
C -1.375 0.008 5.225 0.1 0.0 0.3
N -2.040 0.994 4.511 0.1 -0.5 -0.5
C -2.797 2.055 4.929 0.3 0.0 0.0
C -3.227 2.257 6.257 -0.1 0.4 -0.4
C -3.980 3.389 6.572 0.2 0.0 -0.9
C -4.271 4.336 5.572 -0.1 0.0 0.0
C -3.813 4.140 4.257 -0.4 0.0 0.2
C -3.128 2.984 3.901 0.0 -0.1 0.8
C -2.675 2.736 2.482 0.3 0.7 -0.3
O -2.653 3.708 1.712 0.0 -0.9 0.0
O -2.302 1.520 2.185 -0.1 0.8 -1.1
C -0.321 0.312 6.132 -0.3 -0.4 -0.2
C 0.005 1.743 6.421 0.3 0.2 0.0
H 2.400 0.156 6.962 -0.2 0.0 0.1
H 1.439 0.013 8.442 0.1 0.0 -0.1
H 2.185 -1.419 7.722 -0.1 0.1 0.0
H 0.669 -2.860 6.823 -0.1 0.1 0.0
H -1.195 -3.396 5.276 0.0 0.2 0.1
H -2.475 -1.548 4.217 0.0 0.1 0.1
H -2.045 0.978 3.359 -0.3 0.0 1.3
H -2.957 1.525 7.012 -0.1 0.0 0.0
H -4.331 3.531 7.587 0.0 0.0 0.0
H -4.880 5.218 5.811 0.4 -0.4 -0.1
H -4.015 4.879 3.471 0.1 -0.4 0.4
H 0.170 2.286 5.481 -0.1 0.0 0.2
H -0.802 2.257 6.960 0.2 -0.1 -0.2
H 0.911 1.819 7.027 -0.1 0.1 -0.1

# 2
9
Properties=species:S:1:pos:R:3:forces:R:3 method="wB97M-V/def2-TZVPD" total_energy_ha=-172.0008 smiles="CC=C=N" max_force_ev_per_a=1.203 total_charge=0 homo_energy_ha=-0.331 e_lumo_ha=0.034 e_above_lowest_ev=1.478 orbital_gap_ha=0.365
C -1.193 -0.313 -0.104 -0.2 -0.1 0.0
C 0.123 0.196 -0.617 0.1 0.0 0.0
C 1.242 -0.083 -0.011 0.0 0.4 0.1
N 2.236 -0.129 0.722 -0.7 0.2 -0.3
H -1.761 0.499 0.370 0.1 -0.1 -0.2
H -1.037 -1.091 0.651 -0.1 0.1 -0.2
H -1.790 -0.727 -0.917 -0.1 0.0 0.1
H 0.189 0.957 -1.387 -0.2 -0.3 -0.2
H 1.991 0.691 1.293 1.0 -0.2 0.7

# 3
10
Properties=species:S:1:pos:R:3:forces:R:3 method="wB97M-V/def2-TZVPD" total_energy_ha=-2023.2709 max_force_ev_per_a=3.544 total_charge=0 homo_energy_ha=-0.413 e_lumo_ha=-0.042 e_above_lowest_ev=0.000 orbital_gap_ha=0.371
C -3.267 -0.861 0.569 0.5 1.3 3.0
N 0.440 -0.860 -0.992 -0.2 0.0 1.3
O -2.252 -1.077 1.153 -0.8 -0.4 -1.0
O 1.728 -2.788 -0.159 -0.5 0.3 1.4
S 0.794 -1.726 0.230 1.0 -0.3 -3.4
Cl -1.891 1.501 -0.660 0.5 -0.3 0.0
Cl -4.517 0.158 1.347 0.3 -0.3 0.0
Cl -3.772 -1.307 -0.932 -0.2 -1.0 -1.8
H -1.111 0.451 -0.485 -0.2 0.7 -0.4
H 0.913 -1.066 -1.896 -0.3 -0.1 0.9

# 4
92
Properties=species:S:1:pos:R:3:forces:R:3 method="wB97M-V/def2-TZVPD" total_energy_ha=-5700.0938 max_force_ev_per_a=1.299 total_charge=0 homo_energy_ha=-0.209 e_lumo_ha=-0.019 e_above_lowest_ev=0.000 orbital_gap_ha=0.190
Tl -0.450 0.345 0.663 0.3 -0.4 -0.3
S 2.627 1.073 1.717 0.0 0.3 -0.1
C 2.513 1.942 0.309 0.8 -0.9 0.4
N 3.162 1.579 -0.818 -0.3 0.2 0.1
C 2.900 2.306 -2.048 0.0 0.2 0.0
C 2.943 3.782 -1.726 0.2 -0.2 -0.1
N 1.925 4.071 -0.730 0.1 -0.5 0.2
C 1.127 5.277 -0.941 -0.1 0.1 0.0
C 0.193 5.090 -2.115 0.1 0.0 0.0
C -0.866 4.189 -2.020 -0.1 0.0 0.0
C -1.672 3.939 -3.119 0.0 0.0 0.0
C -1.430 4.584 -4.325 0.0 0.0 0.0
C -0.393 5.498 -4.421 0.0 0.0 0.0
C 0.415 5.747 -3.319 0.0 0.0 0.1
C 1.672 3.184 0.254 -0.7 1.0 0.1
S 0.478 3.428 1.387 0.2 0.0 -0.2
C 3.969 0.362 -0.915 0.0 -0.1 -0.1
C 3.307 -0.666 -1.800 -0.1 0.0 -0.1
C 2.222 -1.390 -1.310 0.0 0.0 0.0
C 1.549 -2.282 -2.127 -0.1 0.0 0.0
C 1.959 -2.474 -3.441 0.1 0.0 0.0
C 3.052 -1.773 -3.929 0.0 0.0 -0.1
C 3.718 -0.869 -3.113 0.1 0.0 0.0
H 1.919 2.043 -2.459 0.1 0.0 0.0
H 3.661 2.046 -2.781 0.0 0.0 0.0
H 2.746 4.371 -2.619 -0.1 0.0 0.0
H 3.934 4.045 -1.338 0.0 0.1 -0.1
H 1.808 6.112 -1.121 0.0 0.0 0.0
H 0.572 5.465 -0.027 0.0 0.0 0.0
H -1.057 3.681 -1.080 0.0 0.0 0.0
H -2.491 3.236 -3.030 0.0 0.0 0.0
H -2.051 4.376 -5.186 0.0 0.0 0.0
H -0.204 6.014 -5.354 0.0 0.0 0.0
H 1.222 6.468 -3.397 0.0 0.0 0.0
H 4.082 -0.030 0.092 0.1 0.0 0.0
H 4.950 0.643 -1.306 0.0 0.0 0.0
H 1.921 -1.272 -0.273 -0.1 0.0 0.0
H 0.699 -2.826 -1.734 0.0 0.0 0.1
H 1.437 -3.174 -4.080 0.0 0.0 0.0
H 3.382 -1.921 -4.949 0.0 0.0 0.0
H 4.574 -0.326 -3.499 0.0 0.0 0.0
N -1.620 -0.353 5.005 -0.1 -0.1 -0.1
C -0.603 0.487 5.387 0.1 0.1 0.0
C -0.149 1.065 4.239 0.1 0.0 0.2
N -0.862 0.590 3.177 -0.4 -0.1 -0.1
C -1.733 -0.275 3.656 0.3 0.3 0.3
C -2.688 -0.977 2.826 -0.3 -0.2 -0.3
N -2.752 -0.826 1.522 0.0 0.2 0.2
C -3.778 -1.616 1.089 0.0 -0.1 0.1
C -4.346 -2.261 2.148 0.0 -0.1 -0.2
N -3.647 -1.840 3.252 0.1 0.1 0.1
H -2.094 -0.996 5.613 0.0 0.0 0.0
H -0.297 0.587 6.413 0.0 0.0 0.0
H 0.646 1.777 4.093 0.0 0.0 0.0
H -4.035 -1.671 0.045 0.0 0.0 0.0
H -5.153 -2.968 2.211 0.0 0.0 0.0
H -3.778 -2.181 4.187 0.0 0.0 0.0
C 2.333 -7.934 0.902 -0.1 0.1 0.0
C 1.908 -6.512 1.158 0.0 0.0 0.0
C 2.828 -5.477 1.211 0.1 0.0 0.0
C 2.458 -4.167 1.500 -0.1 0.0 -0.1
C 3.512 -3.094 1.490 0.0 -0.1 0.1
C 1.109 -3.877 1.763 -0.1 0.3 0.1
Se 0.586 -2.127 2.388 0.0 0.0 -0.1
C 0.153 -4.903 1.651 0.1 0.0 -0.1
C -1.320 -4.657 1.851 0.0 0.0 0.0
C 0.571 -6.196 1.357 0.0 0.0 0.0
H 3.392 -7.987 0.649 0.0 0.0 0.0
H 1.760 -8.372 0.082 0.0 0.0 0.0
H 2.164 -8.551 1.788 0.0 0.0 0.0
H 3.879 -5.691 1.040 0.0 0.0 0.0
H 4.500 -3.515 1.687 0.0 0.0 0.0
H 3.292 -2.326 2.229 0.0 0.0 0.0
H 3.539 -2.609 0.509 0.1 0.0 0.1
H -1.551 -3.603 1.707 0.0 0.0 0.0
H -1.621 -4.933 2.866 0.0 0.1 0.0
H -1.910 -5.248 1.147 0.0 -0.1 0.1
H -0.176 -6.983 1.291 0.0 0.0 0.0
S -4.385 3.803 1.967 0.0 -0.1 -0.1
C -2.862 2.964 2.061 -0.2 0.1 0.0
N -2.577 2.198 1.075 0.1 0.0 -0.1
C -3.576 2.212 0.121 -0.4 0.3 0.1
C -3.571 1.498 -1.078 0.1 0.0 0.1
C -4.653 1.620 -1.927 0.1 -0.1 0.0
C -5.735 2.445 -1.603 -0.1 0.1 0.0
C -5.756 3.165 -0.425 0.0 0.0 0.0
C -4.669 3.041 0.434 0.2 -0.1 0.1
H -2.210 3.107 2.912 0.0 0.0 0.0
H -2.717 0.878 -1.316 0.0 -0.1 0.0
H -4.670 1.070 -2.859 0.0 0.0 0.0
H -6.569 2.525 -2.288 0.0 0.0 0.0
H -6.591 3.803 -0.169 0.0 0.0 -0.1